C45H68NO2P2SiTa | ωB97M-V/def2-TZVPD

Geometry (Å):
Ta  -0.620  1.507  0.140
C  -3.993  1.801  -1.625
Si  -2.775  0.481  -0.982
C  -2.035  -0.409  -2.527
C  -2.882  -1.308  -3.177
C  -2.511  -1.955  -4.342
C  -1.268  -1.706  -4.896
C  -0.407  -0.823  -4.271
C  -0.764  -0.178  -3.087
P  0.406  0.988  -2.292
C  0.406  2.487  -3.413
C  0.774  2.156  -4.874
C  1.409  3.365  -5.577
C  0.735  4.660  -5.142
C  0.944  4.914  -3.641
C  1.274  3.625  -2.880
C  2.089  0.187  -2.060
C  2.953  1.027  -1.104
C  4.160  0.204  -0.641
C  4.991  -0.271  -1.831
C  4.122  -1.028  -2.826
C  2.937  -0.174  -3.284
C  -3.651  -0.863  0.046
C  -4.996  -1.111  -0.213
C  -5.678  -2.139  0.413
C  -5.010  -2.954  1.310
C  -3.675  -2.724  1.591
C  -2.993  -1.678  0.975
P  -1.214  -1.396  1.301
C  -1.000  -1.322  3.162
C  -1.976  -0.280  3.704
C  -1.646  0.038  5.162
C  -1.655  -1.225  6.020
C  -0.741  -2.302  5.443
C  -1.110  -2.606  3.988
C  -0.513  -3.049  0.808
C  1.009  -3.004  0.903
C  1.602  -4.405  0.684
C  0.712  -5.265  -0.221
C  0.010  -4.403  -1.265
C  -0.978  -3.431  -0.604
H  -4.549  1.455  -2.492
H  -3.459  2.697  -1.925
H  -4.712  2.082  -0.861
H  -3.854  -1.510  -2.750
H  -3.187  -2.645  -4.818
H  -0.965  -2.189  -5.811
H  0.549  -0.632  -4.725
H  -0.641  2.822  -3.381
H  -0.130  1.859  -5.407
H  1.479  1.327  -4.926
H  1.303  3.232  -6.654
H  2.477  3.418  -5.361
H  -0.329  4.596  -5.375
H  1.140  5.491  -5.716
H  0.044  5.368  -3.225
H  1.759  5.621  -3.491
H  1.114  3.786  -1.810
H  2.326  3.382  -3.021
H  1.822  -0.749  -1.539
H  2.386  1.347  -0.223
H  3.318  1.919  -1.615
H  3.811  -0.656  -0.064
H  4.786  0.820  0.006
H  5.797  -0.917  -1.484
H  5.451  0.584  -2.328
H  3.748  -1.946  -2.367
H  4.716  -1.303  -3.698
H  2.369  -0.747  -4.016
H  3.320  0.728  -3.763
H  -5.520  -0.488  -0.921
H  -6.720  -2.310  0.196
H  -5.523  -3.772  1.788
H  -3.162  -3.374  2.281
H  0.020  -0.934  3.274
H  -2.991  -0.675  3.622
H  -1.915  0.632  3.096
H  -2.375  0.745  5.559
H  -0.658  0.499  5.201
H  -2.673  -1.617  6.066
H  -1.343  -0.976  7.036
H  -0.851  -3.216  6.029
H  0.307  -2.001  5.502
H  -2.133  -2.980  3.978
H  -0.446  -3.386  3.614
H  -0.896  -3.786  1.523
H  1.311  -2.624  1.882
H  1.376  -2.300  0.150
H  1.725  -4.909  1.643
H  2.592  -4.305  0.241
H  -0.037  -5.792  0.370
H  1.319  -6.020  -0.718
H  -0.525  -5.034  -1.973
H  0.761  -3.844  -1.825
H  -1.967  -3.891  -0.539
H  -1.077  -2.531  -1.221
N  -2.253  3.172  1.917
C  -1.853  4.430  1.250
C  -0.904  3.842  0.209
O  0.291  3.727  0.475
O  -1.421  3.176  -0.734
H  -3.255  3.013  1.840
H  -2.039  3.220  2.910
H  -1.299  5.092  1.918
H  -2.700  4.958  0.809
C  2.723  -0.091  4.312
C  2.417  1.279  3.705
C  3.672  1.830  3.011
C  1.940  2.240  4.803
C  1.373  1.182  2.698
C  0.523  1.104  1.832
H  3.589  -0.005  4.961
H  2.947  -0.815  3.533
H  1.885  -0.446  4.903
H  4.466  1.976  3.739
H  3.461  2.781  2.527
H  4.024  1.130  2.257
H  2.742  2.393  5.518
H  1.082  1.824  5.326
H  1.660  3.206  4.393

As for the lowest unoccupied orbital energy: -7.3998 eV. As for the total charge: +2. The gap between HOMO and LUMO comes out at 6.4 eV. As for the energy above the lowest of the compared OMol25 structures with the same formula, charge and spin: 1.213 eV. The energy is -81347.7806 eV.

Results of the Mulliken charge analysis, in e, for atoms 1 through 2: 0.60 -1.53